(1)
A structure of composition C39H51AsF6N3O8SeSiTeTl in a non-equilibrium geometry, computed with ωB97M-V/def2-TZVPD.

Positions of all 112 atoms, in Å:
Tl (14.74226, 15.87527, 11.39496)
C (13.06289, 16.51405, 14.58019)
O (14.26868, 16.71739, 15.26712)
C (14.66830, 18.07164, 15.45946)
C (15.47875, 18.61057, 14.26376)
O (16.73875, 17.95643, 14.16712)
C (17.37608, 18.50114, 13.01238)
H (12.21738, 16.79029, 15.23138)
H (13.02329, 15.47995, 14.34046)
H (12.92252, 17.11288, 13.67519)
H (15.30217, 18.03472, 16.34646)
H (13.81228, 18.71588, 15.68246)
H (15.65739, 19.70403, 14.42426)
H (14.86888, 18.49724, 13.36566)
H (17.45177, 19.59381, 13.05978)
H (16.79026, 18.27718, 12.10411)
H (18.38974, 18.05895, 12.86649)
C (8.30607, 13.92148, 10.00744)
Si (9.34090, 14.80740, 11.28841)
C (8.49012, 16.36390, 11.67937)
C (9.56649, 13.74940, 12.83411)
Se (11.45059, 15.17836, 10.45526)
H (7.22876, 13.95955, 10.24078)
H (8.59326, 12.89691, 9.90835)
H (8.42302, 14.45695, 9.08433)
H (7.49354, 16.20323, 12.07813)
H (8.44756, 16.97924, 10.78382)
H (9.07701, 16.98871, 12.36397)
H (8.64096, 13.43296, 13.31808)
H (10.17564, 14.34147, 13.52714)
H (10.18928, 12.88164, 12.59351)
C (17.76928, 16.83302, 8.50761)
C (18.59176, 15.98990, 9.44898)
N (19.66279, 16.67699, 9.98831)
O (18.40950, 14.79959, 9.64592)
H (18.36182, 16.95009, 7.59949)
H (17.47970, 17.81205, 8.91998)
H (16.86650, 16.31225, 8.22654)
H (19.59301, 17.66019, 10.13750)
H (20.11480, 16.18773, 10.77059)
O (14.68249, 16.85106, 6.70406)
C (14.20219, 16.96937, 7.83144)
O (14.61400, 16.38174, 8.88599)
C (13.02472, 17.92273, 8.03054)
C (12.35272, 18.46271, 6.92552)
C (11.21214, 19.26659, 7.07510)
C (10.75817, 19.54473, 8.35722)
C (11.44668, 19.00619, 9.44782)
C (12.53209, 18.19774, 9.31712)
N (10.80745, 19.15132, 10.78179)
O (9.90615, 19.95929, 10.86696)
O (11.13653, 18.37582, 11.66809)
H (12.68410, 18.17550, 5.92586)
H (10.68689, 19.73760, 6.24961)
H (9.89010, 20.18106, 8.48190)
H (12.96522, 17.80274, 10.18916)
C (22.04394, 12.33756, 16.35309)
C (20.73005, 12.45193, 15.59412)
C (20.41279, 13.64861, 14.95788)
C (19.21254, 13.80966, 14.27868)
C (18.87812, 15.11978, 13.59382)
C (18.30988, 12.72493, 14.30346)
Te (16.54319, 12.83343, 13.20665)
N (13.99924, 13.64813, 11.25584)
C (13.09322, 12.96701, 10.77409)
O (11.74166, 13.40058, 10.38677)
C (13.13664, 11.51632, 10.49568)
C (14.40312, 10.99975, 10.31464)
C (14.55508, 9.64461, 10.12232)
C (13.44155, 8.79261, 10.25023)
C (12.16342, 9.32558, 10.51347)
C (12.01506, 10.70316, 10.62077)
C (15.38905, 13.00823, 14.98278)
C (15.84708, 13.85583, 16.01126)
C (15.11920, 13.96919, 17.16877)
C (13.95412, 13.24379, 17.38279)
C (13.50216, 12.39671, 16.37152)
C (14.20415, 12.26510, 15.18166)
C (13.60525, 11.36297, 14.10492)
C (18.61136, 11.57312, 15.03188)
C (17.61580, 10.43850, 15.21138)
C (19.84177, 11.43767, 15.62095)
H (22.89114, 12.47937, 15.68153)
H (22.12504, 11.36571, 16.81396)
H (22.06791, 13.07419, 17.13897)
H (21.11564, 14.48775, 14.98499)
H (19.66894, 15.82433, 13.79046)
H (17.94470, 15.51747, 13.96213)
H (18.73712, 15.04413, 12.51204)
H (15.19708, 11.73002, 10.29102)
H (15.47960, 9.24121, 9.83231)
H (13.55414, 7.71605, 10.14004)
H (11.31418, 8.64362, 10.63075)
H (11.03028, 11.07034, 10.78541)
H (16.74021, 14.42957, 15.83837)
H (15.50410, 14.61875, 17.93744)
H (13.44879, 13.30049, 18.32079)
H (12.58203, 11.83313, 16.53289)
H (12.68561, 10.91313, 14.37178)
H (14.31926, 10.55971, 13.87741)
H (13.40207, 12.03830, 13.23474)
H (17.34104, 10.13906, 14.21820)
H (16.73097, 10.75643, 15.73672)
H (18.11506, 9.61267, 15.73272)
H (20.07625, 10.50411, 16.11095)
F (14.39895, 19.56409, 11.43774)
As (14.57904, 21.28515, 11.43997)
F (15.58272, 21.23084, 12.85333)
F (15.98746, 21.18327, 10.43311)
F (14.70229, 23.03564, 11.55300)
F (13.63218, 21.49482, 10.02825)
F (13.18886, 21.35433, 12.44102)

Its HOMO energy is -0.1147 Ha. As for the charge: -2.


(2)
A structure of composition C39H51CdFGeO5SSiTe, computed with ωB97M-V/def2-TZVPD.

Positions of all 101 atoms, in Å:
Cd (-1.70518, -0.35253, 0.15246)
O (0.00967, 0.58517, 1.55158)
C (0.94532, -0.15306, 1.21888)
O (0.80496, -1.16252, 0.46383)
C (2.36162, 0.16672, 1.66170)
C (3.30818, -1.03291, 1.59480)
Ge (2.51862, -2.62991, 0.72627)
C (4.09341, -3.92140, 0.93876)
C (3.95232, -5.21474, 0.42151)
C (4.96956, -6.15232, 0.49487)
C (6.17992, -5.81793, 1.09390)
C (6.34896, -4.54569, 1.61383)
C (5.31393, -3.61590, 1.53451)
C (2.55133, -2.61718, -1.26297)
C (1.43817, -2.33080, -2.05548)
C (1.51830, -2.32198, -3.44154)
C (2.72840, -2.56722, -4.07213)
C (3.85418, -2.82717, -3.30475)
C (3.76009, -2.86421, -1.91918)
C (1.25558, -3.60798, 1.92441)
C (1.78797, -4.49148, 2.86952)
C (0.98210, -5.13926, 3.79695)
C (-0.38871, -4.92686, 3.79901)
C (-0.94003, -4.05542, 2.87363)
C (-0.12659, -3.40396, 1.95612)
H (2.30437, 0.61066, 2.65650)
H (2.68760, 0.96087, 0.98367)
H (3.61831, -1.33944, 2.59639)
H (4.21799, -0.78843, 1.04231)
H (3.01646, -5.49126, -0.05414)
H (4.82470, -7.14525, 0.08422)
H (6.98177, -6.54472, 1.15194)
H (7.28842, -4.27305, 2.08164)
H (5.47157, -2.62778, 1.95228)
H (0.48911, -2.09655, -1.60007)
H (0.62369, -2.11512, -4.01563)
H (2.79423, -2.55411, -5.15386)
H (4.81081, -3.00717, -3.78329)
H (4.65138, -3.08627, -1.34567)
H (2.85322, -4.68085, 2.89330)
H (1.43226, -5.81028, 4.51973)
H (-1.02085, -5.43862, 4.51570)
H (-2.00502, -3.86403, 2.85283)
H (-0.59487, -2.72719, 1.25927)
C (-4.53963, 2.76324, 0.14468)
C (-4.38796, 4.17096, -0.42541)
C (-5.47692, 4.43238, -1.46313)
C (-4.45459, 5.20784, 0.69447)
O (-3.15730, 4.33640, -1.10472)
Si (-1.67974, 3.63258, -0.79699)
S (-1.58047, 1.71234, -1.49908)
O (-0.59963, 4.66252, -1.52936)
C (-0.64924, 5.30222, -2.78855)
C (-1.45068, 6.59596, -2.65287)
C (0.79955, 5.61340, -3.15438)
C (-1.27535, 4.39769, -3.84554)
O (-1.42807, 3.83470, 0.81865)
C (-0.30980, 4.24008, 1.58621)
C (-0.58446, 3.73893, 3.00026)
C (-0.21989, 5.76469, 1.55655)
C (0.97344, 3.60981, 1.05591)
H (-5.53771, 2.64417, 0.57131)
H (-3.80041, 2.57206, 0.92419)
H (-4.39571, 2.01834, -0.63719)
H (-6.46864, 4.35154, -1.01333)
H (-5.39381, 3.70328, -2.26907)
H (-5.35938, 5.43197, -1.88634)
H (-5.38063, 5.10417, 1.26447)
H (-4.40297, 6.21621, 0.27795)
H (-3.60747, 5.06337, 1.36504)
H (-0.97802, 7.25220, -1.91927)
H (-2.45896, 6.36441, -2.31140)
H (-1.50308, 7.11739, -3.61124)
H (1.26048, 6.20867, -2.36430)
H (0.85229, 6.16817, -4.09377)
H (1.36234, 4.68566, -3.25825)
H (-2.31627, 4.18731, -3.59953)
H (-0.74865, 3.44509, -3.88736)
H (-1.23189, 4.88252, -4.82358)
H (-1.51096, 4.17616, 3.37782)
H (0.23474, 4.00676, 3.67195)
H (-0.69291, 2.65443, 2.98483)
H (-1.14234, 6.20419, 1.94033)
H (-0.07233, 6.10456, 0.53068)
H (0.61602, 6.10735, 2.17111)
H (0.88664, 2.52210, 1.07913)
H (1.82032, 3.91548, 1.67567)
H (1.15590, 3.92684, 0.02911)
F (-2.93317, -0.66699, 1.81104)
Te (-2.72343, -2.10153, -1.72971)
C (-2.57175, -4.04726, -0.89040)
C (-1.34988, -4.63949, -0.57605)
C (-1.28503, -5.92850, -0.06483)
C (-2.44408, -6.66464, 0.13406)
C (-3.66936, -6.08896, -0.17393)
C (-3.73060, -4.79510, -0.67274)
H (-0.43240, -4.08624, -0.72062)
H (-0.32036, -6.35093, 0.19029)
H (-2.39354, -7.66965, 0.53530)
H (-4.58660, -6.64418, -0.01004)
H (-4.69286, -4.34756, -0.88556)

Its HOMO energy is -0.0742 Ha. As for the charge: -2.


(3)
A structure of composition C39H51CdIN2S2Si in a non-equilibrium geometry, computed with ωB97M-V/def2-TZVPD.

Positions of all 97 atoms, in Å:
Cd (0.31330, -0.15550, 0.51830)
C (0.51470, -0.42300, -2.84610)
C (1.75220, -0.54820, -2.16180)
C (1.99250, -1.97180, -2.04050)
C (0.90360, -2.61360, -2.62070)
C (-0.00590, -1.67910, -3.13040)
C (-1.16140, -2.05160, -4.02790)
C (-0.57800, -2.30350, -5.43300)
C (-1.85200, -3.32720, -3.52860)
C (-2.23120, -0.96370, -4.13110)
C (3.16570, -2.78880, -1.51310)
C (3.47450, -2.50310, -0.04000)
C (2.87460, -4.30010, -1.57500)
C (4.42120, -2.57690, -2.37920)
C (2.69640, 0.65690, -2.18880)
C (3.73030, 0.74040, -1.06090)
C (3.44190, 0.65540, -3.53960)
C (1.91090, 1.97830, -2.11360)
H (0.06960, 0.50620, -3.16160)
H (0.74780, -3.67530, -2.67030)
H (0.22670, -3.03350, -5.37410)
H (-0.16160, -1.37850, -5.83370)
H (-1.33920, -2.67450, -6.12420)
H (-1.20040, -4.19000, -3.63160)
H (-2.76320, -3.52190, -4.09960)
H (-2.10240, -3.20560, -2.47670)
H (-1.80150, 0.00210, -4.38030)
H (-2.75600, -0.88220, -3.18540)
H (-2.95810, -1.22690, -4.90400)
H (2.66030, -2.89060, 0.56480)
H (3.56470, -1.44470, 0.16150)
H (4.39600, -3.00440, 0.26620)
H (1.98720, -4.54670, -1.00000)
H (3.71700, -4.84730, -1.14480)
H (2.73730, -4.64320, -2.59840)
H (4.87310, -1.60590, -2.20750)
H (4.15440, -2.65280, -3.43260)
H (5.17700, -3.33560, -2.16000)
H (4.45900, -0.06120, -1.10840)
H (3.22880, 0.71980, -0.09450)
H (4.28040, 1.68220, -1.13330)
H (4.01560, -0.25580, -3.66660)
H (4.12170, 1.50780, -3.61580)
H (2.72510, 0.70940, -4.35580)
H (1.25210, 1.97600, -1.24820)
H (1.31550, 2.14820, -3.00660)
H (2.60110, 2.81900, -2.01740)
C (-4.78610, -4.55060, 2.29670)
Si (-4.77230, -2.86670, 1.37050)
C (-6.49110, -2.07210, 1.73500)
C (-4.74060, -3.22360, -0.49750)
C (-3.53940, -1.70830, 2.20050)
C (-3.66500, -1.45790, 3.55430)
C (-2.84460, -0.53370, 4.19430)
C (-1.93300, 0.15060, 3.40980)
N (-1.75460, -0.08800, 2.12890)
C (-2.48980, -1.03710, 1.51810)
S (-2.08520, -1.39270, -0.08970)
H (-5.60550, -5.18360, 1.96380)
H (-4.89920, -4.40350, 3.36680)
H (-3.85840, -5.09090, 2.13970)
H (-7.31030, -2.71580, 1.42660)
H (-6.59720, -1.12460, 1.21540)
H (-6.60830, -1.87410, 2.79650)
H (-5.60650, -3.80700, -0.80470)
H (-3.84570, -3.76920, -0.77170)
H (-4.73160, -2.30010, -1.06480)
H (-4.41390, -1.98570, 4.13280)
H (-2.91980, -0.35320, 5.25850)
H (-1.30270, 0.93080, 3.82780)
S (-1.62320, 4.69350, 0.29920)
C (-2.61620, 3.90300, -0.88770)
C (-3.63730, 4.42540, -1.65700)
C (-4.32100, 3.57210, -2.50690)
C (-3.98990, 2.22090, -2.58240)
C (-2.96680, 1.69450, -1.82550)
C (-2.26030, 2.53490, -0.97000)
N (-1.24970, 2.15810, -0.15760)
C (-0.80270, 3.10420, 0.58440)
C (0.25950, 3.00110, 1.53480)
C (0.46490, 4.06900, 2.41840)
C (1.50960, 4.04660, 3.31130)
C (2.35610, 2.94730, 3.31100)
C (2.11650, 1.87870, 2.46150)
C (1.07110, 1.83900, 1.53170)
H (-3.90830, 5.46950, -1.58310)
H (-5.12560, 3.96510, -3.11650)
H (-4.55570, 1.57840, -3.24440)
H (-2.69050, 0.65470, -1.84630)
H (-0.22260, 4.90960, 2.40080)
H (1.65850, 4.87350, 3.99920)
H (3.20350, 2.93180, 3.98770)
H (2.79960, 1.03610, 2.51720)
I (0.27250, -3.39950, 2.69430)
C (1.07310, -1.40130, 2.30100)
H (2.15170, -1.54220, 2.39550)
H (0.74560, -0.84130, 3.18010)

Its HOMO energy is -0.0384 Ha. As for the charge: -2.


(4)
A cluster of 9 separate species, C39H51ClN8O4 in total in a non-equilibrium geometry, computed with ωB97M-V/def2-TZVPD.

Positions of all 103 atoms, in Å:
O (-0.67612, 4.79623, -2.44443)
C (-0.70893, 3.65277, -2.15890)
O (-1.84636, 3.00823, -1.76025)
C (-2.74159, 2.64282, -2.83158)
C (-3.87259, 1.74561, -2.31316)
C (-4.08097, 1.67308, -0.80772)
Cl (-2.79563, 0.84332, 0.10864)
O (0.37635, 2.88463, -2.07611)
C (0.38843, 1.62383, -2.75439)
C (-0.41803, 0.53943, -2.04215)
C (-0.07931, -0.93794, -2.51466)
O (-1.43898, -0.08454, -2.65697)
H (-3.16586, 3.56105, -3.25619)
H (-2.18634, 2.14755, -3.63551)
H (-3.76730, 0.73108, -2.70765)
H (-4.81010, 2.15938, -2.70438)
H (-4.98162, 1.08643, -0.61844)
H (-4.23499, 2.65877, -0.36323)
H (-0.00429, 1.72858, -3.77146)
H (1.43726, 1.34065, -2.78861)
H (-0.57125, 0.67395, -0.96206)
H (-0.07544, -1.28264, -1.44896)
H (-0.53239, -1.86927, -2.84805)
N (1.21633, -4.08296, -1.45332)
C (0.34525, -4.93053, -0.82410)
C (0.83728, -5.17702, 0.43032)
C (2.05156, -4.44546, 0.55720)
C (2.25864, -3.78219, -0.62251)
H (1.10980, -3.73331, -2.38873)
H (-0.54472, -5.28310, -1.31631)
H (0.37777, -5.81062, 1.17121)
H (2.70772, -4.41062, 1.41246)
H (3.05344, -3.12748, -0.93649)
N (-2.54426, 5.16886, 0.34078)
C (-3.68401, 5.92234, 0.27750)
C (-3.48422, 7.05397, 1.02311)
C (-2.16954, 6.97828, 1.55766)
C (-1.61752, 5.80389, 1.11771)
H (-2.41221, 4.28507, -0.11986)
H (-4.53854, 5.59722, -0.29266)
H (-4.19800, 7.84766, 1.16703)
H (-1.68518, 7.70376, 2.18948)
H (-0.64588, 5.37278, 1.28923)
N (2.56442, -5.23180, 4.36388)
C (3.52970, -6.18189, 4.16982)
C (3.98859, -6.57709, 5.39755)
C (3.26618, -5.83380, 6.37023)
C (2.39669, -5.01296, 5.70294)
H (2.05670, -4.76243, 3.63556)
H (3.80872, -6.49572, 3.17935)
H (4.75353, -7.31319, 5.57908)
H (3.38337, -5.88789, 7.43942)
H (1.68305, -4.29457, 6.06941)
N (1.23875, -5.21842, 9.22410)
C (0.23469, -4.32945, 8.95521)
C (0.33145, -3.30283, 9.85674)
C (1.43874, -3.58567, 10.70255)
C (1.97676, -4.77427, 10.28612)
H (1.40527, -6.06842, 8.71614)
H (-0.45941, -4.50180, 8.15033)
H (-0.31810, -2.44500, 9.90588)
H (1.79794, -2.98496, 11.52117)
H (2.81854, -5.33618, 10.65305)
N (-2.98489, 6.60209, -4.30182)
C (-4.31045, 6.49956, -3.99186)
C (-4.97037, 7.52128, -4.62619)
C (-3.99985, 8.26830, -5.34588)
C (-2.78550, 7.67440, -5.12297)
H (-2.26940, 5.98182, -3.96300)
H (-4.66749, 5.71461, -3.34456)
H (-6.02809, 7.72427, -4.57848)
H (-4.17399, 9.14049, -5.95286)
H (-1.80080, 7.92547, -5.47750)
N (5.01807, -6.42263, 0.36018)
C (4.87061, -6.03442, -0.93746)
C (6.10037, -5.65384, -1.40560)
C (7.02863, -5.81979, -0.33206)
C (6.32529, -6.29999, 0.74027)
H (4.26819, -6.74785, 0.94267)
H (3.90740, -6.06305, -1.41627)
H (6.31128, -5.30027, -2.40237)
H (8.08726, -5.61682, -0.34769)
H (6.64433, -6.56233, 1.73435)
N (-7.79338, 5.53536, -4.08174)
C (-8.23705, 4.42277, -3.42206)
C (-9.60657, 4.44506, -3.43073)
C (-10.00352, 5.61967, -4.12604)
C (-8.86165, 6.26890, -4.51486)
H (-6.82950, 5.77887, -4.22539)
H (-7.54571, 3.71108, -3.00344)
H (-10.25209, 3.70427, -2.98939)
H (-11.01091, 5.94862, -4.31829)
H (-8.72148, 7.18593, -5.06131)
N (7.56509, -2.72476, -1.40418)
C (6.98616, -1.66160, -2.03730)
C (7.91077, -0.65174, -2.10364)
C (9.09762, -1.12854, -1.48408)
C (8.84968, -2.40969, -1.06425)
H (7.11037, -3.60520, -1.21710)
H (5.96937, -1.71209, -2.38861)
H (7.75552, 0.31820, -2.54596)
H (10.02415, -0.59313, -1.36101)
H (9.47922, -3.11845, -0.55358)

Its HOMO energy is -0.3001 Ha.


| no. | LUMO energy (eV) | HOMO-LUMO gap (Ha) |
| --- | --- | --- |
| 1 | 3.493 | 0.2431 |
| 2 | 4.149 | 0.2267 |
| 3 | 3.996 | 0.1853 |
| 4 | -0.065 | 0.2977 |